The following is a DFT calculation (wB97M-V/def2-TZVPD) of a molecular structure, C33H33BBrN12RhS in a non-equilibrium geometry.

Output
**2S+1**: 2
**Kohn-Sham gap (spin up / spin down)**: 5.12 / 4.11 eV
**Net charge**: +3
**⟨S²⟩**: 0.764
**Max |F|**: 5.3 eV/A

Last column: Mulliken spin population.
Geometry (Å):
1 Rh -0.027 0.004 -0.572  0.00
2 C 2.317 -1.278 -2.963  0.00
3 C 2.863 -0.595 -1.758  0.00
4 C 4.189 -0.370 -1.373  0.00
5 C 4.118 0.393 -0.224  0.00
6 N 2.826 0.605 0.079  0.00
7 N 2.079 -0.002 -0.857  0.00
8 B 2.230 1.648 1.063  0.00
9 N 1.230 0.964 2.014  0.00
10 C 1.079 1.089 3.339  0.00
11 C 0.063 0.245 3.746  0.00
12 C -0.394 -0.384 2.591  0.00
13 C -1.456 -1.425 2.497  0.01
14 N 0.323 0.079 1.553  0.00
15 N 1.422 2.643 0.208  0.00
16 C 1.363 3.985 0.258  0.00
17 C 0.767 4.439 -0.898  0.00
18 C 0.469 3.288 -1.642  0.00
19 C -0.047 3.248 -3.040  0.00
20 N 0.853 2.214 -0.941  0.00
21 N 3.384 2.266 1.813  0.00
22 C 4.139 3.374 1.546  0.00
23 C 5.171 3.391 2.438  0.00
24 C 5.003 2.225 3.236  0.00
25 C 5.856 1.733 4.344  0.00
26 N 3.927 1.563 2.832  0.00
27 H 2.870 -2.188 -3.191  0.00
28 H 1.258 -1.512 -2.831  0.00
29 H 2.416 -0.618 -3.827  0.00
30 H 5.076 -0.708 -1.882  0.00
31 H 4.915 0.786 0.388  0.00
32 H 1.682 1.758 3.923  0.00
33 H -0.290 0.092 4.751  0.00
34 H -1.547 -1.929 3.456  0.00
35 H -2.426 -0.984 2.258  0.00
36 H -1.204 -2.156 1.732  0.00
37 H 1.741 4.534 1.106  0.00
38 H 0.598 5.459 -1.199  0.00
39 H 0.344 4.105 -3.584  0.00
40 H 0.282 2.343 -3.548  0.00
41 H -1.135 3.310 -3.087  0.00
42 H 3.906 4.043 0.734  0.00
43 H 5.949 4.130 2.534  0.00
44 H 6.493 2.524 4.733  0.00
45 H 5.254 1.304 5.143  0.00
46 H 6.508 0.929 3.992  0.00
47 N -2.917 -3.690 -0.973  0.20
48 C -4.285 -3.473 -1.017  0.15
49 C -5.144 -4.490 -1.423  -0.04
50 C -6.508 -4.279 -1.398  0.08
51 C -7.038 -3.052 -0.977  0.06
52 C -6.199 -2.023 -0.602  -0.02
53 C -4.821 -2.230 -0.624  0.11
54 S -3.746 -0.949 -0.157  0.38
55 N -2.236 -1.526 -0.421  0.13
56 C -1.972 -2.760 -0.729  -0.01
57 C -0.547 -3.176 -0.731  -0.04
58 C -0.151 -4.463 -1.069  -0.01
59 C 1.173 -4.843 -0.885  0.00
60 C 2.049 -3.940 -0.315  0.00
61 C 1.590 -2.660 -0.033  0.00
62 N 0.344 -2.269 -0.278  0.00
63 H -2.623 -4.641 -1.149  -0.02
64 H -4.742 -5.442 -1.749  0.00
65 H -7.173 -5.079 -1.697  0.00
66 H -8.109 -2.914 -0.934  0.00
67 H -6.599 -1.070 -0.280  0.00
68 H -0.837 -5.192 -1.479  0.00
69 H 1.495 -5.839 -1.159  0.00
70 H 3.074 -4.208 -0.099  0.00
71 H 2.249 -1.928 0.415  0.00
72 Br -1.426 0.245 -3.009  0.00
73 C -2.312 1.450 -1.822  0.00
74 C -3.395 2.210 -2.204  0.01
75 C -3.942 3.050 -1.239  0.00
76 C -3.394 3.079 0.037  0.01
77 C -2.311 2.264 0.320  -0.01
78 N -1.786 1.460 -0.608  0.00
79 H -3.781 2.163 -3.214  0.00
80 H -4.786 3.681 -1.488  0.00
81 H -3.789 3.727 0.807  0.00
82 H -1.844 2.241 1.298  0.00